No. 1
A molecular structure, C45H36F10GeN5O2Ti, computed with ωB97M-V/def2-TZVPD.

Summary:
Total charge: -1
Highest occupied orbital energy, eV: -4.22
LUMO level, eV: 2.170
Spin multiplicity: 1

```
100
C45H36F10GeN5O2Ti (ωB97M-V/def2-TZVPD)
Ti -0.294 -0.117 0.236
O 0.155 -0.299 2.092
C 1.110 -0.796 2.832
C 0.854 -1.137 4.170
C 1.853 -1.655 4.965
C 3.144 -1.848 4.468
C 3.409 -1.507 3.159
C 2.412 -0.989 2.329
C 2.751 -0.618 0.969
N 1.929 -0.228 0.079
C 2.461 0.077 -1.256
C 1.311 0.608 -2.110
N 0.085 -0.071 -1.716
C -0.402 -0.949 -2.761
C -1.729 -2.837 -1.856
C -2.281 -3.957 -2.472
C -2.362 -5.176 -1.811
C -1.864 -5.287 -0.520
C -1.298 -4.187 0.103
C -1.229 -2.957 -0.547
O -0.712 -1.902 0.063
H -0.146 -0.970 4.550
H 1.632 -1.909 5.995
H 3.924 -2.248 5.102
H 4.408 -1.633 2.753
H 3.813 -0.694 0.710
H 2.856 -0.844 -1.688
H 3.280 0.796 -1.193
H 1.541 0.446 -3.170
H 1.216 1.684 -1.963
H -0.569 -0.315 -3.637
H -2.654 -3.869 -3.486
H -2.804 -6.031 -2.307
H -1.921 -6.233 0.006
H -0.917 -4.243 1.116
C -4.788 0.659 -1.661
N -3.385 0.681 -1.985
C -2.667 1.848 -1.529
C -2.625 1.982 -0.020
N -2.067 0.807 0.657
C -2.597 0.609 1.926
C -2.961 -0.664 2.392
F -2.914 -1.720 1.574
C -3.409 -0.902 3.678
F -3.732 -2.148 4.053
C -3.570 0.140 4.570
F -4.016 -0.084 5.814
C -3.276 1.418 4.142
F -3.413 2.450 4.987
C -2.803 1.635 2.860
F -2.488 2.906 2.554
C -3.084 0.263 -3.331
C -2.774 -1.231 -3.385
N -1.683 -1.579 -2.492
C 0.582 -2.021 -3.314
C 1.398 -2.876 -2.585
F 1.494 -2.799 -1.260
C 2.176 -3.857 -3.184
F 2.947 -4.650 -2.435
C 2.161 -4.018 -4.552
F 2.908 -4.958 -5.133
C 1.365 -3.187 -5.315
F 1.340 -3.323 -6.645
C 0.599 -2.222 -4.690
F -0.156 -1.453 -5.496
H -5.345 1.507 -2.103
H -5.237 -0.267 -2.026
H -4.935 0.681 -0.580
H -1.642 1.775 -1.896
H -3.101 2.789 -1.924
H -2.064 2.893 0.200
H -3.643 2.150 0.348
H -2.226 0.832 -3.695
H -3.906 0.478 -4.033
H -2.591 -1.528 -4.430
H -3.653 -1.778 -3.042
Ge 0.738 2.605 0.665
C 1.529 2.516 2.499
C 2.852 2.189 2.798
C 3.292 2.022 4.108
C 2.410 2.177 5.165
C 1.088 2.512 4.896
C 0.664 2.679 3.587
C 2.079 3.605 -0.448
C 3.453 3.353 -0.511
C 4.292 4.042 -1.380
C 3.776 5.006 -2.233
C 2.415 5.277 -2.196
C 1.590 4.590 -1.315
H -0.222 3.828 0.873
H 3.574 2.052 2.002
H 4.326 1.756 4.297
H 2.746 2.035 6.185
H 0.383 2.642 5.711
H -0.370 2.946 3.403
H 3.898 2.604 0.133
H 5.354 3.821 -1.390
H 4.426 5.542 -2.915
H 1.994 6.032 -2.851
H 0.531 4.827 -1.296
```

No. 2
A molecular structure, C45H36GeIIrNO2P, computed with ωB97M-V/def2-TZVPD.

Summary:
Total charge: +1
Highest occupied orbital energy (spin up / spin down), eV: -10.76 / -11.16
LUMO level (spin up / spin down), eV: -3.226 / -4.035
Spin multiplicity: 2

```
88
C45H36GeIIrNO2P (ωB97M-V/def2-TZVPD)
Ir 0.715 -0.238 1.505
I 0.208 -2.831 1.274
C 0.544 -3.344 -0.747
C -0.112 -4.518 -1.005
C -0.051 -5.146 -2.259
C 0.689 -4.568 -3.238
C 1.385 -3.357 -3.007
C 2.168 -2.851 -4.070
C 2.896 -1.713 -3.927
C 2.824 -1.025 -2.709
C 2.056 -1.448 -1.645
P 2.193 -0.280 -0.249
C 2.206 1.374 -0.996
C 2.812 2.413 -0.292
C 2.612 3.727 -0.693
C 1.794 4.008 -1.778
C 1.182 2.975 -2.475
C 1.391 1.661 -2.089
C 3.849 -0.570 0.433
C 4.979 0.022 -0.129
C 6.236 -0.261 0.379
C 6.377 -1.136 1.447
C 5.257 -1.727 2.012
C 3.996 -1.443 1.510
C 1.325 -2.682 -1.746
H -0.701 -4.986 -0.225
H -0.581 -6.074 -2.423
H 0.775 -5.027 -4.215
H 2.180 -3.404 -5.001
H 3.510 -1.330 -4.731
H 3.386 -0.105 -2.623
H 3.419 2.205 0.580
H 3.086 4.531 -0.145
H 1.628 5.035 -2.078
H 0.530 3.193 -3.311
H 0.907 0.859 -2.633
H 4.883 0.718 -0.952
H 7.108 0.207 -0.058
H 7.360 -1.353 1.842
H 5.362 -2.407 2.847
H 3.131 -1.915 1.960
O 0.760 2.018 3.710
C 0.369 0.984 4.201
C -0.089 0.762 5.628
C -0.590 -0.682 5.647
C -0.308 -1.198 4.253
O -0.498 -2.335 3.862
N 0.242 -0.200 3.483
H -0.852 1.500 5.872
H 0.754 0.938 6.296
H -1.661 -0.768 5.830
H -0.085 -1.320 6.371
C -0.273 1.032 0.632
Ge -2.161 0.856 0.032
C -2.369 2.411 -1.124
C -2.916 2.323 -2.403
C -3.032 3.453 -3.202
C -2.608 4.686 -2.727
C -2.074 4.790 -1.449
C -1.955 3.658 -0.657
C -2.359 -0.788 -0.986
C -1.766 -0.882 -2.247
C -1.933 -2.014 -3.031
C -2.703 -3.069 -2.562
C -3.280 -3.000 -1.302
C -3.104 -1.868 -0.517
C -3.237 0.920 1.646
C -4.551 0.455 1.659
C -5.318 0.540 2.813
C -4.783 1.103 3.963
C -3.483 1.587 3.956
C -2.713 1.494 2.805
H 0.215 1.999 0.455
H -3.262 1.369 -2.784
H -3.462 3.373 -4.192
H -2.703 5.568 -3.348
H -1.756 5.753 -1.069
H -1.541 3.761 0.342
H -1.183 -0.052 -2.633
H -1.473 -2.068 -4.010
H -2.851 -3.946 -3.179
H -3.876 -3.825 -0.932
H -3.558 -1.830 0.467
H -4.991 0.029 0.764
H -6.336 0.173 2.811
H -5.384 1.174 4.860
H -3.074 2.054 4.844
H -1.704 1.892 2.813
```

No. 3
A molecular structure, C45H36NOP2ReSi, computed with ωB97M-V/def2-TZVPD.

Summary:
Total charge: +3
Highest occupied orbital energy (spin up / spin down), eV: -16.61 / -16.58
LUMO level (spin up / spin down), eV: -8.882 / -10.428
Spin multiplicity: 2

```
87
C45H36NOP2ReSi (ωB97M-V/def2-TZVPD)
Re -0.057 -0.360 0.181
C -0.751 0.340 2.409
Si -1.882 0.951 0.926
C -3.549 0.208 0.723
C -4.756 0.706 1.208
C -5.951 0.079 0.872
C -5.954 -1.037 0.045
C -4.760 -1.549 -0.450
C -3.569 -0.930 -0.097
P -1.968 -1.532 -0.640
C -1.262 -2.627 0.607
C -1.858 -2.761 1.882
C -1.243 -3.518 2.849
C -0.010 -4.135 2.588
C 0.585 -4.019 1.350
C -0.036 -3.277 0.343
C -2.096 -2.349 -2.221
C -1.942 -3.734 -2.323
C -2.085 -4.349 -3.558
C -2.380 -3.591 -4.682
C -2.552 -2.215 -4.579
C -2.415 -1.591 -3.352
C -1.679 2.772 0.831
C -2.492 3.762 1.387
C -2.194 5.099 1.177
C -1.104 5.465 0.393
C -0.296 4.496 -0.178
C -0.579 3.153 0.059
P 0.407 1.850 -0.690
C 2.101 2.013 -0.102
C 3.149 1.378 -0.780
C 4.430 1.420 -0.258
C 4.670 2.077 0.945
C 3.632 2.705 1.623
C 2.347 2.674 1.105
C 0.341 2.110 -2.461
C 1.389 2.716 -3.154
C 1.239 3.000 -4.504
C 0.053 2.693 -5.155
C -1.001 2.110 -4.460
C -0.857 1.820 -3.115
H -1.574 0.811 2.987
H 0.118 0.938 2.679
H -0.695 -0.674 2.799
H -4.783 1.584 1.841
H -6.886 0.473 1.246
H -6.891 -1.509 -0.219
H -4.765 -2.414 -1.102
H -2.814 -2.291 2.081
H -1.719 -3.655 3.811
H 0.459 -4.732 3.360
H 1.515 -4.531 1.140
H 0.364 -3.316 -0.661
H -1.741 -4.340 -1.449
H -1.975 -5.421 -3.638
H -2.490 -4.076 -5.642
H -2.802 -1.633 -5.455
H -2.572 -0.523 -3.277
H -3.353 3.505 1.990
H -2.820 5.864 1.616
H -0.893 6.512 0.222
H 0.540 4.787 -0.803
H 2.974 0.880 -1.726
H 5.248 0.958 -0.796
H 5.674 2.114 1.346
H 3.830 3.236 2.545
H 1.545 3.185 1.624
H 2.312 2.974 -2.652
H 2.050 3.468 -5.046
H -0.057 2.922 -6.206
H -1.931 1.897 -4.968
H -1.687 1.395 -2.558
O 1.218 -1.258 -2.502
C 0.758 -0.930 -1.524
N 1.690 -0.738 1.321
C 2.635 -0.947 1.947
C 3.806 -1.209 2.701
C 4.915 -1.765 2.050
C 6.057 -2.016 2.785
C 6.089 -1.714 4.143
C 4.983 -1.162 4.783
C 3.830 -0.905 4.067
H 4.874 -1.991 0.993
H 6.924 -2.448 2.304
H 6.988 -1.913 4.711
H 5.024 -0.936 5.839
H 2.962 -0.477 4.551
```

No. 4
A molecular structure, C45H37N4O6Re in a non-equilibrium geometry, computed with ωB97M-V/def2-TZVPD.

Summary:
Total charge: -1
Highest occupied orbital energy (spin up / spin down), eV: -3.28 / -6.03
LUMO level (spin up / spin down), eV: 1.942 / 1.579
Spin multiplicity: 4

```
93
C45H37N4O6Re (ωB97M-V/def2-TZVPD)
Re 0.469 -1.412 1.314
O -4.421 -0.560 7.249
N -3.882 -1.452 6.564
O -4.099 -2.665 6.786
C -3.044 -1.064 5.516
C -2.804 0.307 5.363
C -1.924 0.782 4.391
C -1.646 2.161 4.187
C -0.768 2.542 3.214
C -0.127 1.563 2.440
N -0.358 0.276 2.619
C -1.255 -0.123 3.537
C -1.577 -1.526 3.598
N -1.029 -2.326 2.649
C -1.311 -3.627 2.653
C -2.158 -4.188 3.585
C -2.738 -3.393 4.554
C -2.462 -2.016 4.589
H -3.302 0.991 6.032
H -2.153 2.893 4.804
H -0.559 3.586 3.020
H 0.567 1.835 1.658
H -0.843 -4.226 1.889
H -2.364 -5.248 3.545
H -3.402 -3.811 5.290
C -0.042 0.032 -4.716
C 0.707 0.976 -3.785
C 1.367 2.106 -4.557
O -0.154 1.537 -2.804
C 0.078 0.938 -1.535
C 1.219 -0.061 -1.775
O 1.697 0.265 -3.074
C 2.403 -0.008 -0.772
O 2.020 -0.465 0.487
C 3.543 -0.937 -1.234
C 4.780 -0.826 -0.604
C 5.818 -1.692 -0.907
C 5.636 -2.694 -1.851
C 4.404 -2.826 -2.471
C 3.364 -1.957 -2.162
C 2.952 1.420 -0.633
C 3.485 2.107 -1.722
C 3.960 3.402 -1.575
C 3.938 4.022 -0.333
C 3.462 3.324 0.766
C 2.978 2.030 0.616
C -1.211 0.291 -0.942
O -0.852 -0.526 0.098
C -2.133 1.385 -0.379
C -3.010 1.032 0.644
C -3.842 1.974 1.227
C -3.811 3.293 0.792
C -2.947 3.653 -0.231
C -2.113 2.705 -0.814
C -1.964 -0.513 -2.009
C -2.822 0.086 -2.926
C -3.471 -0.675 -3.886
C -3.268 -2.047 -3.948
C -2.424 -2.654 -3.030
C -1.784 -1.891 -2.061
H -0.862 0.560 -5.202
H -0.450 -0.812 -4.162
H 0.649 -0.342 -5.474
H 0.640 2.574 -5.222
H 2.190 1.707 -5.150
H 1.748 2.851 -3.862
H 0.396 1.720 -0.838
H 0.821 -1.083 -1.749
H 4.924 -0.060 0.149
H 6.769 -1.587 -0.400
H 6.447 -3.368 -2.096
H 4.243 -3.610 -3.201
H 2.414 -2.084 -2.662
H 3.540 1.614 -2.681
H 4.360 3.926 -2.435
H 4.311 5.033 -0.221
H 3.475 3.779 1.749
H 2.643 1.462 1.473
H -3.015 0.008 0.995
H -4.505 1.680 2.031
H -4.451 4.036 1.254
H -2.911 4.679 -0.576
H -1.441 3.006 -1.609
H -2.986 1.155 -2.892
H -4.135 -0.193 -4.594
H -3.776 -2.639 -4.700
H -2.267 -3.725 -3.061
H -1.135 -2.358 -1.331
C 0.974 -3.077 0.457
H 0.392 -4.001 0.434
H 1.948 -3.221 -0.015
N 2.496 -1.940 3.773
C 1.780 -1.789 2.878
```

No. 5
A molecular structure, C45H38BrF4InN2O2P3 in a non-equilibrium geometry, computed with ωB97M-V/def2-TZVPD.

Summary:
Total charge: +3
Highest occupied orbital energy (spin up / spin down), eV: -15.47 / -14.94
LUMO level (spin up / spin down), eV: -10.008 / -10.424
Spin multiplicity: 1

```
96
C45H38BrF4InN2O2P3 (ωB97M-V/def2-TZVPD)
In -0.126 1.772 0.997
F 6.370 0.745 5.221
C 5.111 0.789 4.859
C 4.111 0.856 5.820
F 4.412 0.883 7.099
C 2.787 0.884 5.414
F 1.835 0.903 6.343
C 2.427 0.871 4.070
P 0.655 0.950 3.635
C -0.058 -0.547 4.320
C -1.423 -0.572 4.620
C -2.003 -1.733 5.099
C -1.234 -2.882 5.249
C 0.119 -2.864 4.936
C 0.709 -1.706 4.456
C 0.001 2.421 4.477
C 0.196 3.644 3.830
C -0.215 4.825 4.425
C -0.845 4.789 5.664
C -1.043 3.575 6.306
C -0.625 2.389 5.722
C 3.448 0.792 3.119
Br 3.063 0.696 1.268
C 4.774 0.746 3.511
F 5.734 0.651 2.606
H -2.017 0.326 4.498
H -3.054 -1.748 5.357
H -1.692 -3.794 5.607
H 0.717 -3.756 5.063
H 1.762 -1.699 4.205
H 0.717 3.684 2.876
H -0.037 5.770 3.929
H -1.176 5.709 6.126
H -1.521 3.551 7.277
H -0.753 1.453 6.248
C -3.697 -1.755 1.718
O -3.998 -0.358 1.909
C -3.007 0.491 1.752
O -1.847 0.177 1.493
N -3.390 1.771 1.912
N -2.429 2.781 1.814
H -4.650 -2.270 1.777
H -3.028 -2.103 2.502
H -3.238 -1.911 0.744
H -4.354 1.965 2.143
H -2.345 3.272 2.700
H -2.713 3.454 1.110
C 0.584 1.037 -3.455
P 0.271 0.537 -1.714
C 1.105 -1.004 -1.306
C 0.575 -1.812 -0.294
C 1.262 -2.943 0.109
C 2.497 -3.248 -0.450
C 3.056 -2.407 -1.402
C 2.367 -1.283 -1.828
C -1.532 0.308 -1.749
C -2.305 1.472 -1.716
C -3.683 1.399 -1.842
C -4.297 0.161 -1.989
C -3.536 -0.999 -1.992
C -2.153 -0.933 -1.868
P -0.284 0.051 -4.826
C 0.362 -1.642 -4.850
C 1.676 -1.866 -5.275
C 2.184 -3.152 -5.244
C 1.391 -4.211 -4.821
C 0.072 -3.994 -4.444
C -0.448 -2.710 -4.470
C 0.312 0.749 -6.346
C 0.159 -0.047 -7.507
C 0.535 0.445 -8.735
C 1.058 1.734 -8.834
C 1.187 2.539 -7.697
C 0.794 2.068 -6.466
H 1.649 1.070 -3.691
H 0.173 2.044 -3.542
H -0.372 -1.556 0.171
H 0.846 -3.584 0.875
H 3.038 -4.126 -0.123
H 4.042 -2.616 -1.796
H 2.827 -0.623 -2.553
H -1.818 2.440 -1.625
H -4.280 2.302 -1.837
H -5.371 0.102 -2.111
H -4.021 -1.962 -2.090
H -1.564 -1.840 -1.858
H 2.289 -1.046 -5.626
H 3.199 -3.330 -5.576
H 1.795 -5.215 -4.810
H -0.558 -4.827 -4.164
H -1.490 -2.537 -4.232
H -0.259 -1.043 -7.421
H 0.410 -0.162 -9.621
H 1.352 2.122 -9.800
H 1.590 3.539 -7.787
H 0.888 2.707 -5.598
```